C32H49B2BeClF9KN4O11PS as an isolated structure, computed with ωB97M-V/def2-TZVPD.

Structure (ORCA input):
```
! wB97M-V def2-TZVPD RIJCOSX def2/J DEFGRID3
* xyz -1 1
O 0.84 -1.13 3.23
C 0.05 -1.84 2.68
O -0.93 -1.27 1.82
C 0.13 -3.34 2.90
C -0.05 -4.14 1.56
C 1.15 -5.05 1.24
C 0.90 -6.19 0.28
C 0.11 -6.08 -0.97
C -0.54 -4.80 -1.47
C 0.37 -3.72 -2.05
C -0.22 -2.73 -2.83
C 0.46 -1.73 -3.45
C 1.88 -1.65 -3.31
C 2.46 -2.62 -2.51
C 1.73 -3.63 -1.90
C -0.10 -7.16 -1.75
C 0.41 -8.44 -1.49
N 0.24 -9.56 -2.20
S 1.10 -10.73 -1.35
N 1.59 -9.82 -0.14
C 1.19 -8.56 -0.28
C 1.41 -7.43 0.56
P 2.46 -7.74 2.05
O 3.09 -9.05 2.00
O 3.64 -6.64 2.03
O 1.64 -7.45 3.41
H -0.52 -1.23 0.94
H 1.16 -3.50 3.24
H -0.61 -3.70 3.62
H -0.06 -3.40 0.75
H -1.02 -4.64 1.51
H 1.46 -5.52 2.18
H 2.01 -4.44 0.93
H -1.17 -5.10 -2.32
H -1.24 -4.38 -0.74
H -1.30 -2.73 -2.98
H -0.03 -0.97 -4.06
H 2.50 -0.90 -3.78
H 3.54 -2.59 -2.37
H 2.30 -4.35 -1.30
H -0.71 -7.03 -2.65
H 3.34 -5.79 2.37
H 0.86 -8.02 3.47
C -3.24 2.42 7.42
C -2.80 3.26 6.23
N -2.66 2.47 5.00
C -1.83 1.38 4.81
C -1.99 0.98 3.53
N -2.89 1.85 2.94
C -3.30 2.74 3.84
C -3.32 1.81 1.55
H -2.51 1.65 7.64
H -3.35 3.05 8.30
H -4.20 1.94 7.22
H -1.85 3.74 6.43
H -3.54 4.05 6.04
H -1.23 1.01 5.63
H -1.55 0.18 2.95
H -4.00 3.54 3.67
H -3.06 2.75 1.07
H -4.39 1.66 1.51
H -2.82 1.00 1.04
B 1.99 2.14 -4.19
F 3.12 1.29 -4.23
F 2.06 2.95 -3.05
F 1.97 2.95 -5.35
F 0.82 1.34 -4.14
K -0.67 4.40 5.44
C 3.41 0.19 4.54
C 4.21 1.44 5.00
O 4.51 1.45 6.21
O 4.44 2.26 4.11
H 3.23 -0.49 5.36
H 2.45 0.52 4.14
H 3.96 -0.33 3.75
C -1.87 7.86 -7.13
O -2.02 7.65 -5.74
C -2.67 6.42 -5.44
C -2.15 5.84 -4.14
O -0.87 5.26 -4.23
C 0.24 6.15 -4.36
C 0.54 6.94 -3.11
O -0.41 8.02 -2.94
C -0.60 8.36 -1.58
H -2.85 8.02 -7.60
H -1.27 8.76 -7.26
H -1.35 7.03 -7.61
H -2.52 5.69 -6.24
H -3.74 6.64 -5.34
H -2.82 5.02 -3.86
H -2.20 6.58 -3.33
H 0.12 6.80 -5.23
H 1.10 5.51 -4.56
H 1.54 7.38 -3.19
H 0.52 6.27 -2.25
H -0.90 7.48 -1.00
H -1.40 9.09 -1.53
H 0.31 8.80 -1.16
F -1.41 -1.26 5.02
Be 0.49 9.80 -3.99
C -3.71 -2.20 -1.39
O -3.21 -3.36 -2.03
H -2.93 -1.44 -1.38
H -4.58 -1.81 -1.93
H -4.00 -2.44 -0.36
H -3.90 -4.02 -2.03
Cl -1.50 -9.48 -3.29
B 6.71 0.77 1.78
F 7.14 0.85 3.13
F 6.29 2.03 1.34
F 7.78 0.31 0.98
F 5.63 -0.16 1.70
*
```

Computed properties:
* orbital gap: 0.0377 Eh
* HOMO energy: -4.363 eV
* total energy: -5058.36480 Ha

Mulliken atomic charge list, values in e, 99 entries: -0.453, 0.480, -0.661, -0.924, -0.118, -0.680, 0.199, -0.125, -0.937, 0.499, -0.076, -1.228, -0.510, -1.116, 0.219, -1.022, 0.758, -0.534, 0.116, -0.505, 1.315, -0.092, 0.921, -0.731, -0.510, -0.523, 0.321, 0.322, 0.396, -0.319, 0.571, 0.396, 0.460, 0.465, 0.503, 0.437, 0.468, 0.514, 0.408, 0.415, 0.441, 0.413, 0.362, -1.337, -0.420, 0.095, -0.615, -0.079, 0.150, -0.248, -0.908, 0.378, 0.409, 0.356, 0.474, 0.401, 0.574, 0.343, 0.436, 0.379, 0.343, 0.282, 0.644, -0.410, -0.405, -0.403, -0.397, 0.997, -0.359, 0.575, -0.640, -0.506, 0.316, 0.058, 0.203, -0.815, -0.229, -0.602, -0.320, -0.371, -0.330, -0.591, -0.252, -0.901, 0.319, 0.236, 0.354, 0.378, 0.373, 0.385, 0.071, 0.035, 0.405, 0.339, 0.380, 0.300, 0.274, 0.363, -0.874


A 2-piece molecular cluster, C6H17N3 overall, computed with ωB97M-V/def2-TZVPD.

Structure (ORCA input):
```
! wB97M-V def2-TZVPD RIJCOSX def2/J DEFGRID3
* xyz 0 1
C -1.95 -1.32 -0.12
C -0.98 1.09 -0.13
C -2.03 0.13 -2.22
C 1.86 1.18 2.73
C 0.98 -1.67 -0.69
C -1.16 -0.21 -0.95
N 3.04 1.12 1.80
N 3.04 1.12 0.59
N 0.15 -0.73 -1.43
H -2.90 -0.94 -0.17
H -1.86 -2.18 -0.75
H -1.60 -1.37 0.85
H -1.80 1.72 -0.22
H -0.11 1.68 -0.29
H -1.11 0.75 0.99
H -1.63 1.04 -2.64
H -1.74 -0.57 -3.11
H -3.09 0.07 -2.02
H 0.93 0.85 2.26
H 2.01 0.79 3.67
H 1.73 2.30 2.91
H 2.06 -1.37 -0.87
H 0.67 -1.82 0.35
H 0.92 -2.71 -1.15
H 3.86 1.11 2.45
H 0.73 -0.05 -1.86
*
```

Computed properties:
* orbital gap: 0.3202 Eh
* relative energy (zero: lowest compared OMol25 entry of this formula, charge and spin): 101.1 kcal per mole
* HOMO energy: -7.863 eV
* total energy: -402.91300 Ha

Listed below, in e, are the Mulliken charges computed for each atom: -1.977, -1.363, -1.592, -0.593, -0.879, 1.468, 0.272, -0.613, -0.315, 0.550, 0.431, 0.498, 0.406, 0.424, 0.128, 0.408, 0.350, 0.375, 0.008, 0.414, 0.287, 0.309, 0.208, 0.248, 0.253, 0.297


A 3-piece molecular cluster, C37H61ClF10N7O12PS overall, computed with ωB97M-V/def2-TZVPD.

Structure (ORCA input):
```
! wB97M-V def2-TZVPD RIJCOSX def2/J DEFGRID3
* xyz 0 1
C 4.80 4.52 1.32
C 4.10 3.50 0.31
O 3.84 4.12 -0.98
P 3.33 2.95 -2.09
O 4.45 2.66 -3.03
C 1.90 3.67 -3.06
C 0.80 2.52 -3.18
N -0.49 3.03 -3.74
C -1.19 3.90 -3.06
N -2.41 4.52 -3.55
F -2.37 4.95 -4.86
C -2.44 5.86 -2.85
C -1.34 6.77 -3.51
O -1.78 7.71 -4.19
O -0.07 6.63 -3.37
C -2.19 5.24 -1.38
Cl -3.76 4.27 -1.23
S -1.97 6.75 -0.36
O -0.55 7.09 -0.49
O -2.67 7.92 -0.89
C -2.33 6.67 1.46
F -2.87 7.88 1.82
F -1.10 6.69 2.10
C -3.09 5.45 2.10
F -2.68 5.46 3.44
F -2.62 4.22 1.67
C -4.66 5.39 2.14
F -5.09 5.39 3.45
F -5.06 4.16 1.65
C -5.53 6.47 1.41
F -5.68 7.61 2.15
F -5.18 6.76 0.13
F -6.81 5.95 1.33
N -0.99 4.47 -1.79
C -0.49 3.68 -0.64
C -1.15 2.28 -0.39
C -0.27 1.57 0.74
C -0.67 0.05 0.97
N -1.58 -0.52 -0.07
C -2.65 -1.18 0.68
C -3.69 -0.21 1.36
O -2.70 -2.38 0.81
C -0.84 2.51 -5.04
C -0.38 3.08 -6.30
C -0.70 2.57 -7.62
N -1.51 1.49 -7.77
C -1.98 0.96 -6.61
C -1.72 1.33 -5.23
O 2.89 1.62 -1.20
C 3.66 0.43 -1.53
C 3.23 -0.66 -0.46
H 5.89 4.52 1.04
H 4.31 5.52 1.28
H 4.69 4.04 2.33
H 3.15 3.18 0.83
H 4.82 2.64 0.22
H 1.48 4.61 -2.60
H 2.28 3.84 -4.09
H 1.24 1.76 -3.88
H 0.65 1.97 -2.21
H -3.44 6.35 -2.96
H 0.61 3.49 -0.82
H -0.50 4.36 0.26
H -1.17 1.65 -1.32
H -2.19 2.30 0.01
H 0.82 1.71 0.53
H -0.49 2.16 1.67
H -1.06 -0.04 2.02
H 0.30 -0.54 0.96
H -1.05 -1.31 -0.47
H -4.68 -0.26 0.84
H -3.76 -0.49 2.45
H -3.24 0.82 1.35
H 0.27 3.99 -6.25
H -0.28 3.10 -8.51
H -2.68 0.09 -6.74
H -2.15 0.78 -4.37
H 4.76 0.62 -1.44
H 3.35 0.03 -2.53
H 2.11 -0.78 -0.53
H 3.77 -1.64 -0.60
H 3.41 -0.23 0.57
C -4.82 -9.58 1.93
O -5.76 -8.65 2.45
C -5.26 -7.90 3.55
C -5.03 -6.44 3.16
N -3.89 -6.31 2.25
C -3.79 -5.00 1.61
C -4.94 -4.55 0.70
O -5.07 -5.31 -0.50
C -5.78 -6.53 -0.36
H -5.35 -10.24 1.23
H -4.02 -9.08 1.38
H -4.39 -10.20 2.72
H -4.36 -8.35 3.98
H -6.04 -7.92 4.32
H -4.84 -5.85 4.06
H -5.96 -6.08 2.69
H -3.97 -7.01 1.52
H -2.88 -5.02 1.00
H -3.63 -4.24 2.38
H -4.72 -3.53 0.38
H -5.90 -4.50 1.23
H -6.57 -6.47 0.39
H -5.09 -7.34 -0.13
H -6.24 -6.76 -1.33
C 7.85 -3.00 4.58
O 8.46 -3.50 3.40
C 8.32 -4.91 3.24
C 7.38 -5.23 2.08
N 6.00 -4.89 2.41
C 5.09 -4.90 1.27
C 5.37 -3.92 0.12
O 5.18 -2.55 0.46
C 6.28 -1.95 1.12
H 8.17 -1.97 4.72
H 6.76 -3.01 4.48
H 8.14 -3.58 5.46
H 8.01 -5.41 4.16
H 9.32 -5.30 2.99
H 7.44 -6.30 1.85
H 7.74 -4.67 1.21
H 5.98 -3.97 2.83
H 4.10 -4.68 1.66
H 5.05 -5.92 0.86
H 4.64 -4.13 -0.67
H 6.36 -4.07 -0.34
H 7.24 -2.34 0.79
H 6.18 -2.05 2.20
H 6.26 -0.88 0.90
*
```

Computed properties:
* orbital gap: 0.2559 Eh
* HOMO energy: -7.826 eV
* total energy: -4930.62942 Ha

Mulliken atomic charge list, values in e, 99 entries: -1.274, 0.400, -0.385, 0.786, -0.845, -0.271, -0.613, 0.697, -0.116, -0.049, -0.194, -0.312, 0.526, -0.766, -0.652, -0.262, -0.138, 1.539, -0.574, -0.654, 0.440, -0.230, -0.267, 0.769, -0.338, -0.118, 0.579, -0.276, -0.234, 0.419, -0.241, -0.120, -0.268, 1.103, -0.518, 0.228, 0.279, -1.132, -0.035, 0.072, -0.476, -0.546, -0.419, -0.232, -0.293, -0.570, -0.309, -0.467, -0.107, -0.277, -0.503, 0.330, 0.324, 0.345, 0.029, 0.118, 0.081, 0.616, 0.640, -0.042, 0.585, -1.263, 0.900, 0.411, 0.092, -0.296, 0.292, 0.265, 0.490, 0.381, 0.343, 0.294, -0.071, 0.371, 0.340, 0.326, 0.405, 0.333, 0.215, -0.001, 0.193, 0.248, -0.705, -0.338, -0.812, -0.151, -0.263, -0.640, -0.313, -0.445, -0.532, 0.234, 0.300, 0.336, 0.411, 0.393, 0.369, 0.156, 0.135


A 2-piece molecular cluster, C5H12FN3P overall, computed with ωB97M-V/def2-TZVPD.

Structure (ORCA input):
```
! wB97M-V def2-TZVPD RIJCOSX def2/J DEFGRID3
* xyz 1 1
C 1.13 1.20 -0.81
C -1.74 -3.29 1.88
C 1.52 2.62 -0.42
C -0.33 2.00 0.83
C -1.40 -2.52 -0.85
N 0.81 2.84 0.87
N 0.14 0.83 0.00
N 1.76 0.48 -1.68
F -0.48 -1.71 -1.45
P -1.38 -1.90 1.06
H -1.69 -4.20 1.19
H -1.92 -3.47 2.98
H 2.55 2.72 -0.39
H 1.01 3.28 -1.17
H -0.50 1.71 1.91
H -1.16 2.35 0.35
H -2.40 -2.15 -1.20
H -1.17 -3.58 -0.86
H 1.52 2.52 1.52
H -0.48 -0.01 0.02
H 2.67 0.73 -2.06
H 1.52 -0.46 -1.72
*
```

Computed properties:
* orbital gap: 0.3542 Eh
* relative energy (zero: lowest compared OMol25 entry of this formula, charge and spin): 9.7 kcal per mole
* HOMO energy: -12.960 eV
* total energy: -802.89342 Ha

Listed below, in e, are the Mulliken charges computed for each atom: 0.567, -0.423, -0.788, -0.558, -0.484, -0.402, 0.099, -0.279, -0.264, 0.147, 0.149, 0.276, 0.484, 0.306, 0.325, 0.377, 0.313, 0.344, 0.318, 0.042, 0.255, 0.197


One molecule with the formula C9H12S, computed with ωB97M-V/def2-TZVPD.

Structure (ORCA input):
```
! wB97M-V def2-TZVPD RIJCOSX def2/J DEFGRID3
* xyz 0 1
C -0.80 -3.05 1.06
C 0.33 -2.77 0.24
C -1.46 -1.99 1.63
C 0.69 -1.49 -0.07
C -1.17 -0.66 1.29
C -0.17 -0.45 0.35
C 1.70 1.39 0.87
C -1.35 2.27 0.45
C 0.17 0.80 -1.89
S 0.33 1.19 -0.06
H -1.14 -4.05 1.44
H 1.02 -3.63 -0.07
H -2.32 -2.21 2.39
H 1.58 -1.44 -0.68
H -1.69 0.29 1.69
H 2.12 2.40 0.64
H 2.26 0.57 0.93
H -0.80 3.33 0.77
H -1.74 2.32 -0.52
H 0.17 1.71 -2.49
H 1.01 0.33 -2.41
H -0.68 0.02 -2.08
*
```

Computed properties:
* orbital gap: 0.3150 Eh
* structure (SMILES): C=S(=C)(C)c1ccccc1
* relative energy (zero: lowest compared OMol25 entry of this formula, charge and spin): 120.3 kcal per mole
* HOMO energy: -8.015 eV
* total energy: -748.04824 Ha

Listed below, in e, are the Mulliken charges computed for each atom: -0.450, -0.443, -0.255, -0.393, -0.236, 0.374, -1.019, -0.775, -1.143, 0.519, 0.304, 0.247, 0.242, 0.359, 0.402, 0.274, 0.438, 0.137, 0.259, 0.373, 0.415, 0.368


C17H56N12O11 as an isolated structure, computed with ωB97M-V/def2-TZVPD.

Structure (ORCA input):
```
! wB97M-V def2-TZVPD RIJCOSX def2/J DEFGRID3
* xyz 0 1
C -0.20 3.13 3.45
C -1.57 2.62 2.98
O -1.79 3.02 1.65
H 0.08 2.73 4.42
H -0.21 4.22 3.42
H 0.54 2.76 2.73
H -2.27 3.03 3.71
H -1.70 1.53 3.02
H -1.19 2.50 1.09
C 0.39 4.84 -3.72
C -0.17 4.01 -2.59
O 0.86 3.15 -2.09
H -0.43 5.41 -4.17
H 0.97 4.24 -4.42
H 1.06 5.59 -3.30
H -0.98 3.32 -2.88
H -0.56 4.58 -1.74
H 0.43 2.59 -1.43
C -1.93 -2.06 2.91
C -2.12 -3.57 2.77
O -1.30 -4.23 3.73
H -1.96 -1.70 3.94
H -2.69 -1.52 2.34
H -0.95 -1.73 2.56
H -1.84 -3.96 1.79
H -3.19 -3.77 2.91
H -1.60 -3.92 4.59
C 3.28 -2.79 3.54
C 2.09 -3.55 4.11
O 1.31 -2.61 4.82
H 3.91 -2.50 4.39
H 3.07 -1.95 2.88
H 3.88 -3.43 2.89
H 2.41 -4.24 4.91
H 1.53 -4.07 3.32
H 0.39 -2.89 4.90
C 3.35 0.79 -1.68
O 2.94 0.44 -2.80
N 3.13 2.02 -1.18
N 3.95 -0.06 -0.82
H 3.41 2.21 -0.24
H 2.54 2.67 -1.71
H 4.08 0.14 0.16
H 4.15 -0.96 -1.21
C -3.30 0.94 -3.77
O -2.57 1.41 -2.88
N -2.91 -0.05 -4.60
N -4.65 1.15 -3.80
H -3.50 -0.44 -5.30
H -1.95 -0.39 -4.65
H -5.15 1.73 -3.12
H -5.18 0.73 -4.54
C -4.88 3.16 -0.66
O -5.59 2.76 -1.61
N -3.55 3.03 -0.59
N -5.47 3.86 0.34
H -3.10 2.37 -1.23
H -3.13 3.17 0.33
H -6.36 4.22 0.05
H -4.91 4.39 0.99
C -0.40 0.35 -0.11
O -0.28 1.59 -0.13
N -1.35 -0.26 -0.82
N 0.44 -0.50 0.56
H -1.22 -1.23 -1.05
H -1.92 0.35 -1.39
H 1.33 -0.14 0.87
H 0.17 -1.46 0.57
C -0.21 -0.67 -3.66
O -1.27 -1.26 -3.96
N 1.02 -0.99 -4.14
N -0.19 0.41 -2.85
H 1.74 -0.52 -3.61
H 1.14 -1.75 -4.78
H 0.68 0.87 -2.63
H -1.09 0.71 -2.50
C 4.09 0.99 2.99
O 3.89 0.50 1.87
N 3.35 0.58 4.05
N 5.06 1.88 3.25
H 2.59 0.01 3.72
H 3.57 0.71 5.01
H 5.55 2.19 2.43
H 5.21 2.38 4.11
C 0.48 -5.56 -0.74
C 0.76 -4.06 -1.00
C 1.58 -3.72 -2.23
O -0.50 -3.42 -1.13
H -0.05 -5.72 0.20
H 1.39 -6.16 -0.73
H -0.25 -6.01 -1.42
H 1.28 -3.64 -0.14
H 1.18 -4.10 -3.17
H 2.62 -4.03 -2.11
H 1.71 -2.64 -2.29
H -0.97 -3.79 -1.89
*
```

Computed properties:
* orbital gap: 0.3173 Eh
* relative energy (zero: lowest compared OMol25 entry of this formula, charge and spin): 31.2 kcal per mole
* HOMO energy: -8.405 eV
* total energy: -2166.21589 Ha

Listed below, in e, are the Mulliken charges computed for each atom: -0.860, -0.168, -0.641, 0.369, 0.308, 0.084, 0.376, 0.131, 0.186, -1.449, 0.568, -0.685, 0.391, 0.330, 0.335, -0.252, 0.264, 0.170, -0.681, -0.368, -0.545, 0.434, 0.367, 0.074, 0.099, 0.318, 0.332, -0.968, 0.001, -0.514, 0.321, 0.013, 0.406, 0.264, 0.223, 0.253, 0.529, -0.827, -0.216, -0.283, 0.083, 0.413, 0.391, 0.165, 0.192, -0.642, -0.327, -0.319, 0.113, 0.178, 0.314, 0.131, 0.574, -0.822, -0.085, -0.462, -0.119, 0.562, 0.265, 0.181, 1.354, -0.745, -0.272, 0.437, 0.117, -0.120, -0.122, -0.249, 0.501, -0.774, -0.271, 0.561, 0.260, 0.263, 0.285, -0.517, 0.660, -0.757, -0.318, -0.468, 0.077, 0.188, 0.245, 0.171, -1.502, 0.763, -0.942, -0.449, 0.339, 0.374, 0.379, 0.043, 0.339, 0.427, -0.030, 0.277


These records have maximum force values of 5.4, 4.8, 7.1, 4.5, 5.3, 4.9 eV/Å, in the order they appear.